Computed, not measured: 13 unconnected molecules or ions with the total composition C26H78O13, with the ωB97M-V functional and the def2-TZVPD basis.

XYZ file:
```
117
Properties=species:S:1:pos:R:3:forces:R:3:lowdin_charge:R:1
C -2.4711 -0.5864 -4.0500 -0.1 -0.7 -0.2 -0.08
C -1.2938 0.2332 -3.5825 0.8 -0.4 -0.6 -0.30
O -0.8969 1.0668 -4.6881 0.0 0.0 0.7 -0.09
H -2.7547 -1.3650 -3.3379 0.3 -0.1 0.2 0.05
H -2.1830 -1.0951 -4.9896 -0.3 0.4 0.3 0.09
H -3.3860 -0.0188 -4.1688 0.0 0.4 -0.4 0.05
H -0.4653 -0.4973 -3.3673 -0.5 0.8 0.1 0.10
H -1.5157 0.7904 -2.6650 0.1 0.1 -0.2 0.10
H -0.7865 1.9950 -4.4078 -0.1 -0.4 0.1 0.04
C -4.6933 0.9316 -1.7552 0.4 -1.0 0.2 -0.09
C -5.7078 0.9478 -2.8406 -1.1 0.5 -1.1 -0.33
O -5.6618 2.2484 -3.4452 0.0 0.1 0.3 -0.08
H -4.9926 1.5212 -0.8900 0.0 0.2 -0.1 0.08
H -3.7456 1.2945 -2.1588 0.0 -0.1 0.3 0.06
H -4.5936 -0.1165 -1.4163 0.3 0.4 0.0 0.08
H -6.7131 0.7355 -2.4484 0.1 0.1 0.1 0.11
H -5.5640 0.2242 -3.6587 0.4 -0.2 0.5 0.10
H -6.2879 2.2878 -4.1700 -0.1 0.0 -0.1 0.08
C -1.4577 2.9145 0.1958 -0.1 -0.1 -0.9 -0.09
C -0.9544 2.9707 1.6022 1.7 0.7 0.3 -0.35
O -1.9568 3.1162 2.5864 0.0 -1.5 0.0 -0.09
H -2.0502 2.0194 0.0377 -0.5 0.1 0.0 0.05
H -0.6667 2.8504 -0.5529 0.5 -0.1 0.2 0.05
H -1.9778 3.8232 -0.0979 -0.5 -0.1 0.2 0.08
H -0.3216 3.8753 1.6984 -0.1 -0.4 0.0 0.11
H -0.2502 2.1065 1.7686 -0.8 0.5 0.2 0.11
H -2.1998 2.1845 2.8249 -0.2 0.8 -0.1 0.05
C 5.8045 -1.8175 1.6485 0.8 -0.5 -0.5 -0.10
C 4.4517 -1.6604 2.2990 -1.4 -0.5 0.5 -0.30
O 3.7257 -0.4395 1.9464 0.0 -1.3 -0.3 -0.12
H 6.3641 -2.7656 1.9223 -0.9 1.0 0.1 0.09
H 6.4775 -0.9777 1.8643 -0.3 -0.1 0.1 0.08
H 5.6927 -1.8726 0.5638 0.0 0.1 -0.1 0.06
H 4.5453 -1.6698 3.3889 0.1 0.1 0.0 0.10
H 3.7718 -2.5294 2.0647 0.8 0.7 0.0 0.11
H 2.9032 -0.7821 1.5258 0.8 0.4 0.2 0.03
C 2.2693 -3.1625 -3.4569 0.1 -1.1 -0.2 -0.07
C 0.7469 -3.1992 -3.3041 1.1 -1.4 1.0 -0.27
O 0.5186 -3.0252 -1.8847 -1.1 -0.5 -0.5 -0.13
H 2.6248 -2.1489 -3.5893 0.1 0.3 0.5 0.06
H 2.6070 -3.6689 -4.3761 -0.2 -0.1 0.3 0.08
H 2.7196 -3.6698 -2.5628 -0.2 0.6 -0.9 0.10
H 0.2773 -4.1434 -3.6372 0.5 0.2 0.2 0.12
H 0.3383 -2.4382 -3.9147 -0.8 1.1 -0.3 0.07
H -0.2189 -3.6038 -1.5804 0.5 0.7 -0.3 0.09
C 0.3048 -3.5526 3.2989 -0.8 0.3 0.1 -0.10
C -0.0075 -4.8870 2.6943 1.9 -0.6 -0.6 -0.34
O -1.4099 -5.0710 2.5650 0.6 -0.3 0.4 -0.07
H 0.0408 -3.4997 4.3688 0.4 -0.1 -0.3 0.08
H -0.3665 -2.8592 2.7918 0.2 0.4 0.0 0.06
H 1.3326 -3.2880 3.0530 0.0 0.2 0.4 0.07
H 0.5337 -5.6969 3.2787 -1.0 0.6 -0.4 0.13
H 0.5022 -4.9149 1.6891 -0.7 0.0 0.6 0.12
H -1.5045 -6.0079 2.7179 -0.7 -0.4 -0.1 0.07
C -4.9389 1.1953 2.6336 -0.5 -1.3 0.2 -0.07
C -4.0846 0.2660 3.4797 1.4 2.1 -0.4 -0.26
O -2.7000 0.4027 3.0934 -0.9 0.5 -1.0 -0.10
H -5.9422 1.0040 3.0175 -0.3 0.4 -0.1 0.08
H -4.9384 0.8434 1.6138 0.1 0.2 -0.5 0.05
H -4.7041 2.2545 2.6984 0.2 -0.1 0.1 0.08
H -4.3509 -0.7530 3.4177 -0.6 -1.2 -0.2 0.10
H -4.2035 0.6331 4.4780 0.1 -0.2 1.0 0.11
H -2.1412 -0.0109 3.7396 0.3 -0.5 0.9 0.02
C 3.3806 3.9398 1.2885 -1.0 1.3 -0.6 -0.09
C 4.6348 3.2932 0.8194 2.0 -0.7 -1.2 -0.32
O 5.8919 3.8732 1.2994 -1.3 0.9 -0.4 -0.10
H 3.1515 3.8227 2.3430 0.3 0.0 0.2 0.07
H 2.5030 3.5483 0.7420 0.4 -0.1 0.1 0.07
H 3.3901 5.0332 1.0503 0.0 -0.7 0.3 0.09
H 4.7515 3.2447 -0.3029 -0.6 0.2 1.0 0.12
H 4.7206 2.2697 1.1488 -0.3 -0.4 0.2 0.09
H 5.8769 4.7695 0.9106 0.4 -0.5 0.4 0.08
C 1.3698 3.3117 -2.9767 1.2 0.2 -1.9 -0.08
C 0.4292 4.4264 -3.3576 -0.4 -1.5 0.7 -0.29
O -0.7760 3.7420 -3.6667 -0.3 -0.3 -0.2 -0.09
H 1.4715 2.4930 -3.7485 -0.2 1.1 0.5 0.10
H 1.0418 2.8437 -2.0911 -0.2 -0.4 1.2 0.04
H 2.3388 3.7994 -2.8754 0.3 -0.5 0.4 0.08
H 0.7855 4.9838 -4.1931 0.3 0.5 -0.7 0.10
H 0.3026 5.0741 -2.4913 -0.1 0.2 0.0 0.12
H -1.5222 4.3259 -3.6986 -0.5 0.5 -0.1 0.09
C 0.6341 1.4608 5.0030 -0.3 0.0 -0.3 -0.07
C 0.2007 0.0506 4.6388 0.8 0.1 -0.3 -0.32
O -1.0448 -0.2712 5.2036 -1.0 -0.4 0.1 -0.09
H 1.5562 1.5665 4.4412 0.4 0.7 0.3 0.07
H 0.7358 1.6953 6.0753 0.3 -0.5 -0.3 0.08
H -0.1109 2.1766 4.6326 0.2 -0.1 -0.2 0.07
H 0.8867 -0.7278 4.9703 0.5 0.2 0.0 0.11
H 0.2058 -0.0268 3.5129 -0.6 0.0 1.0 0.12
H -0.8974 -0.6079 6.0959 -0.1 0.1 -0.3 0.11
C -0.7045 -0.7343 0.4396 1.7 -2.5 -1.7 -0.04
C 0.8016 -0.6382 0.1072 -0.5 -0.5 0.9 -0.28
O 1.4723 -1.8804 0.3842 -0.1 0.4 -0.1 -0.11
H -1.0504 -1.6046 -0.1830 0.0 0.6 0.7 0.07
H -1.2428 0.0878 0.0831 -0.8 1.5 -0.1 0.03
H -0.8347 -0.9748 1.4766 -0.3 0.2 0.5 0.05
H 1.2918 0.0611 0.7565 0.1 0.8 0.4 0.09
H 1.0113 -0.3253 -0.9053 -0.2 0.1 -0.4 0.09
H 1.3548 -2.3949 -0.4280 0.0 -0.3 0.0 0.04
C -3.6381 -2.8925 0.5745 0.9 -0.2 -1.1 -0.06
C -3.6472 -3.5004 -0.8710 0.9 1.5 1.0 -0.24
O -2.3146 -3.4885 -1.4251 0.2 -0.3 0.7 -0.11
H -4.5772 -3.0784 1.0486 -0.8 -0.1 0.3 0.06
H -3.4785 -1.8007 0.5414 0.0 -0.5 -0.1 0.06
H -2.8595 -3.3469 1.1999 -0.1 0.1 -0.2 0.06
H -4.2534 -2.8156 -1.4655 -0.4 -0.5 -0.2 0.10
H -3.9803 -4.5246 -0.8859 -0.5 -0.2 0.0 0.10
H -2.3215 -3.1396 -2.3089 -0.2 0.3 -0.5 0.05
C 3.8202 0.2308 -1.4548 -0.9 -0.8 -0.5 -0.08
C 4.9842 0.2673 -2.4288 0.5 0.2 -0.9 -0.31
O 5.3790 1.6357 -2.5647 0.6 0.6 0.0 -0.11
H 3.4962 -0.7991 -1.2566 0.1 -0.1 -0.4 0.06
H 2.8894 0.7427 -1.8180 1.1 0.0 0.3 0.08
H 4.1216 0.5423 -0.4632 0.1 0.6 0.1 0.05
H 4.7913 -0.0984 -3.4729 -0.4 -0.1 1.0 0.11
H 5.8247 -0.3361 -2.0541 -0.2 0.1 0.1 0.11
H 6.2628 1.7538 -2.9697 -0.8 -0.5 0.4 0.09
```
Forces are in eV/Å.

Properties
LUMO energy	0.57	eV
multiplicity	1
calculated total energy	-54840.4894	eV
HOMO-LUMO gap	10.242	eV
HOMO level	-9.6680	eV
molecular weight	598.90	g mol⁻¹
energy above the lowest of the compared OMol25 structures with the same formula, charge and spin	73.3	kcal/mol
net charge	0

Computed, not measured: 13 unconnected molecules or ions with the total composition C26H78O13S6, with the ωB97M-V functional and the def2-TZVPD basis.

XYZ file:
```
123
Properties=species:S:1:pos:R:3:forces:R:3:lowdin_charge:R:1
C -4.9124 -1.0926 1.3774 0.0 2.9 0.2 -0.08
C -6.3968 -1.3539 1.2756 0.7 -1.6 -2.9 -0.36
O -6.6698 -2.6140 1.8427 1.3 0.4 3.6 -0.11
H -4.3426 -1.6448 0.6496 0.3 -0.8 0.3 0.03
H -4.6951 -1.2825 2.4796 0.5 0.2 -1.5 0.10
H -4.6339 0.0201 1.0999 -0.7 -1.9 0.9 0.11
H -6.8420 -1.3688 0.2558 0.8 0.0 0.3 0.13
H -6.9651 -0.6768 1.7722 -1.5 2.6 1.6 0.07
H -6.2870 -2.3769 2.7930 -1.4 -1.8 -2.6 0.14
C 0.9353 -2.1006 5.3563 -2.2 -3.0 -1.3 -0.09
C 0.5405 -0.8683 4.6268 -1.0 3.1 3.8 -0.29
O -0.8149 -0.5076 5.0522 -0.8 1.0 0.0 -0.13
H 0.2802 -3.0244 5.1250 0.8 1.4 0.0 0.09
H 0.8666 -2.0499 6.4363 0.1 0.7 0.1 0.08
H 1.9023 -2.3789 5.0459 1.4 -0.4 -0.1 0.05
H 0.5037 -0.5654 3.6358 0.9 -1.2 -2.5 0.07
H 1.2510 -0.1385 5.0970 -0.4 0.1 -0.5 0.11
H -1.1383 0.3842 4.7106 1.1 -1.8 0.4 0.11
C 0.6278 0.9343 0.5332 -1.7 -1.0 1.1 -0.02
C -0.3729 -0.2315 0.0141 5.0 1.2 3.5 -0.28
O -1.6237 -0.1036 0.6309 3.4 10.3 -2.1 -0.02
H 0.1939 1.9443 0.3811 0.7 -0.7 0.5 0.07
H 1.5184 0.8887 -0.0322 1.1 -0.2 -0.7 0.03
H 0.9121 0.7112 1.6069 -0.5 0.6 -1.1 0.08
H 0.1388 -1.1429 0.3564 -0.5 -0.1 0.2 0.10
H -0.1672 -0.3018 -1.0186 -1.1 0.3 -1.6 0.06
H -1.8523 -0.8836 0.7816 -3.8 -10.9 2.5 -0.08
C -0.0559 6.7052 0.6289 3.7 -1.6 -0.4 -0.11
C -0.2714 5.3107 0.1407 0.2 -2.1 1.9 -0.29
O -1.3254 4.7240 1.0447 1.9 1.1 -1.9 -0.18
H -0.8653 7.2375 0.2788 -1.5 1.8 -0.1 0.05
H 0.9591 7.0371 0.1871 -1.7 0.0 0.7 0.11
H 0.0398 6.5318 1.6906 -0.2 1.0 0.5 0.06
H 0.7801 4.6841 0.3260 -2.8 1.2 -1.2 0.15
H -0.7078 5.3893 -0.8726 0.8 -0.8 0.1 0.10
H -1.7020 3.9748 0.5032 1.7 1.2 1.7 -0.02
C -3.2529 3.8805 -0.6334 -6.2 0.9 2.9 -0.10
C -2.8902 2.4876 -0.4788 -1.8 -2.5 1.3 -0.29
O -1.7797 2.4282 0.4185 -1.6 0.3 -0.7 -0.12
H -4.4011 4.0719 -0.9423 2.1 -1.1 0.8 0.14
H -2.8672 4.4453 -1.3725 2.5 2.0 -1.9 0.01
H -3.2347 4.2791 0.4734 -0.3 0.0 -2.7 0.14
H -2.6510 1.8794 -1.3109 0.3 -0.1 -1.6 0.09
H -3.8109 1.9202 -0.0751 1.3 0.7 0.0 0.13
H -1.4354 1.5791 0.2305 0.4 -1.0 0.5 0.00
C 2.7028 -2.6084 2.1031 5.0 -0.2 0.6 -0.07
C 2.9952 -1.9042 0.8332 -2.1 2.9 -2.3 -0.35
O 3.3104 -2.8412 -0.2361 0.9 2.1 1.0 -0.12
H 3.8351 -3.1395 2.2312 -2.9 1.2 0.5 0.15
H 2.0945 -3.4348 1.9443 -1.6 -1.3 -0.1 0.04
H 2.4618 -1.9678 2.9661 0.1 -0.4 -0.5 0.06
H 3.7322 -1.0139 0.9328 -0.5 -1.8 0.1 0.13
H 2.0961 -1.2989 0.3316 1.2 -1.2 1.6 0.11
H 3.6223 -2.0995 -0.8049 0.3 -1.3 -0.9 0.03
C 0.6429 -4.1359 -1.4790 -2.7 -0.2 2.3 -0.06
C -0.0437 -4.9954 -2.5747 -2.8 4.6 2.2 -0.31
O -0.1946 -4.2324 -3.7466 -1.1 0.4 -1.4 -0.10
H 1.5395 -3.6541 -1.7645 0.8 0.6 -0.5 0.01
H 0.9573 -4.9036 -0.7038 -0.4 1.0 -0.5 0.09
H -0.1226 -3.3288 -0.9086 2.1 -2.2 -1.7 0.12
H -1.0258 -5.2764 -2.1206 0.6 -0.3 -0.6 0.12
H 0.5632 -5.7417 -2.7747 2.6 -4.2 -0.8 0.05
H -0.8150 -4.6332 -4.4054 0.9 0.2 1.1 0.11
C 5.6471 0.8996 -0.5894 -6.1 2.6 -0.9 -0.24
S 5.0359 0.4482 -2.2001 -0.2 1.0 0.5 0.95
O 4.2817 -0.8500 -2.0536 0.7 1.2 1.5 -0.60
C 3.8596 1.9010 -2.2364 -1.2 -3.6 1.3 -0.19
H 4.8996 1.0487 0.1986 -0.4 -0.8 -0.4 0.08
H 6.1425 1.7744 -0.4890 1.5 3.4 -0.9 0.03
H 6.3247 0.3023 -0.3403 5.3 -5.9 2.3 -0.03
H 3.0514 1.5764 -1.4319 1.8 1.5 -1.4 0.09
H 3.4312 1.8405 -3.1997 -0.8 0.1 -1.1 0.02
H 4.4775 2.7605 -2.2147 0.2 1.0 0.8 0.05
C -2.0439 -3.5587 3.4116 1.1 -6.3 2.1 -0.24
S -2.7174 -3.9366 1.8331 -3.0 3.8 -0.4 0.84
O -2.0668 -3.0010 0.8420 0.1 0.4 0.6 -0.52
C -2.0206 -5.3665 1.4513 -7.5 -5.7 -0.3 -0.31
H -1.0380 -4.0618 3.4011 -0.5 1.4 0.3 0.07
H -2.5253 -3.9703 4.4181 0.2 -0.3 -2.5 0.13
H -2.1400 -2.6246 3.7094 0.4 5.0 0.2 -0.03
H -2.3743 -6.2035 2.1748 0.2 1.3 -1.1 0.13
H -1.0986 -5.4197 1.4929 9.2 0.2 0.5 -0.04
H -2.3029 -5.6899 0.4203 -0.2 0.5 0.8 0.10
C 2.0827 4.8053 3.3590 0.8 -3.7 -2.0 -0.20
S 1.8603 3.0419 3.8475 0.0 -1.4 -1.2 0.81
O 2.8994 2.1564 3.1999 -0.4 1.0 0.2 -0.58
C 2.2497 3.1462 5.5703 1.0 -1.6 2.1 -0.30
H 2.9427 5.1883 3.6808 3.8 1.3 2.0 0.01
H 1.3456 5.4058 3.6446 -3.5 2.1 1.3 0.01
H 2.2394 4.9010 2.2972 -0.6 -0.7 -0.7 0.05
H 2.1510 2.1675 6.2861 0.3 1.9 -2.5 0.12
H 1.4470 3.7452 5.9016 -0.8 1.2 0.8 0.01
H 3.2329 3.6199 5.7717 -0.6 -0.3 -0.2 0.06
C 2.1033 -0.9862 -3.5845 -2.9 -0.3 0.7 -0.30
S 2.6884 -1.5546 -5.1875 1.3 2.0 1.8 0.90
O 3.0532 -0.2862 -5.9109 -0.2 -0.8 -0.2 -0.58
C 4.3599 -2.0332 -4.4021 -2.4 1.0 -4.5 -0.18
H 1.9658 -1.8750 -2.9950 0.1 -0.6 0.4 0.03
H 1.1537 -0.4550 -3.4118 -0.8 -0.6 -1.7 0.03
H 2.5879 -0.3007 -2.9541 2.1 0.4 -0.2 -0.01
H 4.8138 -2.1463 -5.3488 1.2 0.2 -1.2 0.03
H 4.4206 -2.9715 -4.0406 -0.2 -2.8 2.3 0.02
H 4.6513 -1.1718 -3.9276 0.8 1.0 1.0 -0.04
C -1.3889 3.4750 -4.1790 -1.2 5.6 -2.3 -0.33
S 0.1882 2.8326 -4.1582 0.7 2.3 -0.6 0.81
O 0.9684 4.1337 -3.9504 0.3 -1.7 0.2 -0.55
C 0.0549 2.0622 -2.5889 -2.2 -1.2 1.7 -0.29
H -1.5852 4.4329 -3.5158 0.4 -2.8 0.2 0.10
H -2.0476 2.6754 -4.3384 -1.7 -0.7 0.2 0.01
H -1.4112 4.2652 -5.0788 0.1 -2.4 0.8 0.10
H -0.4504 2.7639 -1.8783 1.0 -0.1 -0.5 0.06
H 1.1276 2.0266 -2.5060 0.4 -0.9 1.5 0.00
H -0.6464 1.0817 -2.4170 2.3 2.2 -1.3 0.08
C -2.9825 -2.4364 -3.8253 -4.0 2.3 -1.8 -0.29
S -1.9153 -1.1638 -3.2691 0.7 -0.9 1.7 0.83
O -2.4777 0.1881 -3.5093 -0.6 0.2 -0.3 -0.53
C -2.3116 -1.6002 -1.5752 -0.7 10.3 -0.9 -0.26
H -2.8467 -3.4119 -3.4732 0.9 -1.3 0.5 0.02
H -2.9040 -2.3336 -4.9227 -0.5 -0.7 0.3 0.05
H -4.1001 -2.1452 -3.4580 2.5 -0.5 -1.1 0.12
H -1.7550 -0.7635 -0.9953 -1.7 -2.8 -1.8 0.04
H -2.0865 -2.4865 -1.3955 2.4 -7.7 1.8 -0.06
H -3.3381 -1.3942 -1.3041 -0.6 -0.1 -0.6 0.07
```
Forces are in eV/Å.

Properties
LUMO energy	0.15	eV
multiplicity	1
calculated total energy	-119833.1198	eV
HOMO-LUMO gap	8.699	eV
HOMO level	-8.5448	eV
molecular weight	791.30	g mol⁻¹
energy above the lowest of the compared OMol25 structures with the same formula, charge and spin	40.8	kcal/mol
net charge	0